Below is a cluster of 2 separate species, C16H21N3O2S in total, with properties calculated with ωB97M-V with the def2-TZVPD basis set.

Summary:
LUMO level ... -0.2 eV
Orbital gap ... 6.431 eV
DFT total energy ... -1335.1198 Ha
Energy relative to the best compared isomer or geometry (same formula, charge and spin) ... 4.401 eV
Net charge ... 0
SMILES string ... Cc1ccc(S(=O)(=O)/N=C/c2ccccc2)cc1.CNNC

Cartesian coordinates (Å):
C 5.5012 -2.0924 2.6522
C 4.2535 -1.2561 2.5794
C 3.6239 -0.8438 3.7582
C 2.4977 -0.0293 3.7171
C 1.9815 0.3593 2.4786
S 0.6167 1.5030 2.4111
N -0.7238 0.4849 2.4255
C -1.9252 0.9454 2.2878
C -3.0680 0.0411 2.3996
C -4.3828 0.5505 2.4811
C -5.4669 -0.3219 2.5378
C -5.2548 -1.7083 2.5516
C -3.9472 -2.2219 2.5084
C -2.8551 -1.3504 2.4401
O 0.6392 2.3588 3.5651
O 0.7044 2.1289 1.0883
C 2.5804 -0.0623 1.2917
C 3.7037 -0.8810 1.3496
H 5.8609 -2.3368 1.6479
H 6.3035 -1.5653 3.1861
H 5.3154 -3.0292 3.1931
H 4.0321 -1.1610 4.7174
H 2.0212 0.3094 4.6317
H -2.1783 2.0200 2.2927
H -4.5130 1.6343 2.5075
H -6.4798 0.0810 2.5792
H -6.1074 -2.3863 2.5902
H -3.7784 -3.2977 2.5328
H -1.8273 -1.7189 2.4260
H 2.1757 0.2545 0.3343
H 4.1723 -1.2300 0.4288
C -2.3564 2.7668 -0.8794
N -1.6140 1.6279 -0.3501
N -0.9911 0.8193 -1.3014
C -1.6766 0.4591 -2.5196
H -3.3680 2.7354 -0.4637
H -1.8810 3.7026 -0.5524
H -2.4061 2.7554 -1.9687
H -0.8417 1.9404 0.2662
H -0.5283 0.0422 -0.8391
H -0.8979 0.2254 -3.2578
H -2.2992 -0.4400 -2.3980
H -2.2790 1.2825 -2.9073

Atom charges from the Löwdin analysis, given in e for atoms 1 to 8: atom 1 (C): -0.053, atom 2 (C): -0.270, atom 3 (C): -0.035, atom 4 (C): -0.047, atom 5 (C): -0.282, atom 6 (S): 0.673, atom 7 (N): -0.052, atom 8 (C): -0.150